1.
ORCA calculation (ωB97M-V/def2-TZVPD) on a single C21H30N2O2 molecule.

CARTESIAN COORDINATES (ANGSTROEM)
C 1.281 4.541 -0.453
C 1.880 3.212 -0.105
C 2.388 2.376 -1.092
C 2.966 1.164 -0.766
C 3.053 0.758 0.560
C 3.635 -0.590 0.896
N 2.662 -1.636 0.639
C 2.750 -2.462 -0.422
O 3.694 -2.472 -1.185
C 1.546 -3.384 -0.624
C 0.958 -3.933 0.675
C -0.104 -2.911 1.059
O -0.613 -2.766 2.150
N -0.376 -2.169 -0.037
C -1.341 -1.081 -0.017
C -2.410 -1.277 -1.103
C -3.842 -1.034 -0.620
C -4.234 0.406 -0.280
C -3.543 0.985 0.962
C -2.384 1.941 0.664
C -1.398 1.497 -0.413
C -0.577 0.252 -0.090
C 0.378 -2.565 -1.204
C 2.538 1.585 1.548
C 1.962 2.799 1.219
H 0.459 4.784 0.217
H 0.917 4.549 -1.478
H 2.034 5.323 -0.356
H 2.331 2.680 -2.128
H 3.357 0.521 -1.541
H 4.498 -0.808 0.262
H 3.933 -0.631 1.948
H 1.819 -1.612 1.191
H 1.861 -4.168 -1.314
H 1.689 -4.067 1.470
H 0.462 -4.893 0.508
H -1.812 -1.177 0.966
H -2.191 -0.656 -1.973
H -2.367 -2.317 -1.432
H -4.516 -1.381 -1.409
H -4.022 -1.660 0.257
H -5.313 0.402 -0.107
H -4.058 1.053 -1.141
H -3.203 0.171 1.600
H -4.277 1.548 1.544
H -1.838 2.122 1.592
H -2.805 2.898 0.341
H -1.922 1.360 -1.358
H -0.686 2.313 -0.562
H 0.192 0.168 -0.862
H -0.061 0.405 0.861
H 0.722 -1.695 -1.768
H -0.234 -3.185 -1.872
H 2.592 1.281 2.584
H 1.569 3.434 1.999

Cartesian forces (eV/Å) of the 2 atoms listed first:
0.07 0.03 0.01
-0.02 -0.01 0.05

Summary:
- HOMO-LUMO gap (eV) = 9.8
- ΔE to the lowest compared entry with this formula, charge and spin (kcal/mol) = 6.87
- LUMO energy (eV) = 0.76
- net charge = 0



2.
ORCA calculation (ωB97M-V/def2-TZVPD) on a molecular structure, C8H18ClIO2PV in a non-equilibrium geometry.

CARTESIAN COORDINATES (ANGSTROEM)
C -2.354 4.457 -0.961
I -2.126 2.293 -0.322
H -1.413 4.809 -1.404
H -2.610 4.958 -0.023
H -3.194 4.431 -1.666
V -0.185 0.701 -0.247
P -0.655 -0.902 -1.781
C -2.280 -1.741 -1.769
C -0.629 0.076 -3.345
H 1.541 -1.858 -2.029
H 0.316 -2.755 -3.008
H 0.413 -2.983 -1.218
C 0.520 -2.265 -2.045
H 0.386 0.500 -3.457
H -0.871 -0.584 -4.195
H -2.434 -2.244 -2.732
H -3.066 -0.998 -1.592
H -1.357 0.901 -3.262
H -2.284 -2.469 -0.944
C -0.936 -0.477 1.080
O -1.547 -1.110 1.862
Cl 1.828 1.486 -0.520
C 3.285 -0.686 2.576
C 1.864 -0.416 2.951
C 1.552 -0.155 4.384
O 0.993 -0.449 2.077
H 3.944 -0.696 3.443
H 3.614 0.084 1.867
H 3.311 -1.661 2.073
H 1.226 0.883 4.519
H 0.716 -0.785 4.698
H 2.434 -0.345 4.988

Cartesian forces (eV/Å) of the 2 atoms listed first:
0.12 0.97 -0.32
-0.96 0.51 0.05

Summary:
- HOMO-LUMO gap (alpha / beta) (eV) = 4.7 / 6.2
- 2S+1 = 2
- LUMO energy (alpha / beta) (eV) = -15.03 / -14.03
- net charge = +3



3.
ORCA calculation (ωB97M-V/def2-TZVPD) on 2 unconnected molecules or ions with the total composition C4H8Cl3ISi.

CARTESIAN COORDINATES (ANGSTROEM)
C -1.268 -1.939 -0.756
C 0.594 -0.472 1.445
C 2.577 1.474 -1.078
C -1.799 1.009 0.101
Si -0.415 -0.353 -0.158
Cl -1.102 2.631 0.300
Cl -2.933 1.041 -1.268
Cl -2.730 0.622 1.583
I 4.119 0.510 -0.085
H -1.604 -1.872 -1.787
H -0.587 -2.782 -0.681
H -2.135 -2.157 -0.134
H 0.976 0.498 1.752
H -0.021 -0.863 2.252
H 1.444 -1.135 1.320
H 2.594 1.368 -2.144
H 2.290 2.419 -0.663

Cartesian forces (eV/Å) of the 2 atoms listed first:
0.20 0.35 0.26
-0.50 -0.09 -0.37

Summary:
- HOMO-LUMO gap (alpha / beta) (eV) = 7.1 / 7.8
- LUMO energy (alpha / beta) (eV) = -0.57 / -0.80
- net charge = 0



| no. | DFT total energy (eV) |
| --- | --- |
| 1 | -29341.000 |
| 2 | -68249.805 |
| 3 | -57820.503 |